# 1
The following is a DFT calculation (ωB97M-V with the def2-TZVPD basis set) of a molecular structure, C56H48BiGeN8O4P.

Geometry as XYZ:
```
119
Properties=species:S:1:pos:R:3:forces:R:3
Bi 0.93163 -0.79847 -0.11398 -0.34 0.00 0.13
O -0.17461 -4.56270 3.85627 -0.01 0.05 0.07
C -0.71432 -3.44798 4.39114 0.03 -0.10 -0.03
C -1.43536 -3.57944 5.57657 -0.01 0.03 0.00
C -1.97496 -2.46435 6.18880 0.01 -0.03 0.00
C -1.82882 -1.19969 5.62219 -0.06 -0.02 -0.01
C -1.16162 -1.07280 4.42163 -0.06 0.01 0.00
C -0.59454 -2.18380 3.79624 0.01 0.04 -0.03
C 0.16251 -1.97313 2.55190 -0.04 0.06 0.20
O -0.08743 -0.89605 1.86602 -0.05 -0.14 -0.21
N 1.07938 -2.84377 2.22245 -0.01 0.03 -0.14
N 1.75643 -2.43829 1.09364 0.17 -0.03 -0.07
C 2.96806 -2.93646 0.84796 0.03 -0.08 -0.03
C 3.76944 -2.28073 -0.10412 0.01 0.03 0.04
C 5.08214 -2.69109 -0.43189 0.01 0.01 0.00
C 5.81723 -1.95518 -1.31497 0.04 -0.02 -0.02
C 5.25837 -0.79728 -1.89859 -0.03 0.02 0.02
C 3.97986 -0.45235 -1.55916 0.15 0.04 0.13
N 3.23599 -1.16702 -0.68833 0.19 0.07 0.14
H 0.44159 -4.28780 3.14749 0.00 -0.01 0.00
H -1.53210 -4.56479 6.01104 0.00 -0.01 0.01
H -2.50463 -2.58106 7.12562 -0.01 0.00 0.00
H -2.22866 -0.32469 6.11419 -0.06 0.03 0.03
H -1.05319 -0.10613 3.94723 0.00 0.01 -0.01
H 3.32898 -3.77975 1.42136 0.00 0.00 0.02
H 5.48225 -3.58324 0.03064 0.01 -0.01 0.00
H 6.82416 -2.25800 -1.56906 0.00 0.00 0.00
H 5.81288 -0.19333 -2.60105 0.00 0.01 -0.02
H 3.49776 0.41756 -1.99410 0.03 0.03 0.01
O -0.34687 3.03024 -1.40556 -0.09 -0.26 -0.06
C 0.73738 2.52794 -1.27680 0.28 0.17 -0.11
O 1.31621 1.64348 -2.08832 -0.29 -0.40 0.11
C 1.66929 2.88113 -0.12826 0.01 0.20 0.06
P 1.78461 1.53350 1.10245 0.18 0.02 0.05
C 3.49805 1.36499 1.62746 0.01 -0.10 -0.02
C 4.48594 2.30365 1.34892 0.00 0.04 0.06
C 5.79632 2.06388 1.73724 -0.03 0.00 -0.01
C 6.12291 0.88902 2.39704 0.01 -0.02 0.01
C 5.14085 -0.05330 2.67544 0.00 0.03 -0.01
C 3.83274 0.17984 2.28791 0.00 0.03 0.00
C 0.77542 2.02912 2.50791 -0.06 0.02 -0.05
C -0.53695 2.42746 2.24814 0.00 -0.03 0.02
C -1.37546 2.75887 3.29855 0.01 0.00 -0.01
C -0.91089 2.68779 4.60648 0.01 0.01 0.00
C 0.39116 2.28604 4.86429 0.00 0.01 -0.01
C 1.23872 1.95120 3.81710 0.00 0.01 0.01
H 1.30730 3.78226 0.36342 0.03 0.03 -0.02
H 2.66195 3.05071 -0.54580 0.00 -0.01 0.02
H 4.24822 3.22824 0.84040 -0.01 0.02 0.00
H 6.56118 2.79765 1.52335 0.01 0.01 0.00
H 7.14648 0.70585 2.69493 0.01 -0.01 0.00
H 5.39480 -0.97321 3.18400 0.00 -0.01 0.02
H 3.07163 -0.56714 2.49021 0.00 0.00 0.01
H -0.90976 2.47672 1.23049 0.00 0.01 -0.01
H -2.39143 3.07060 3.09678 -0.01 0.00 0.00
H -1.56773 2.94766 5.42609 0.00 0.00 0.00
H 0.75277 2.23278 5.88218 0.00 -0.01 0.01
H 2.25404 1.64119 4.02630 0.02 -0.01 -0.01
C -2.24064 -3.01190 0.05221 0.00 0.01 0.02
C -2.63724 -1.58632 -0.11875 0.06 -0.05 -0.08
N -1.86436 -0.62340 -0.57864 -0.11 0.08 0.26
C -2.62660 0.52762 -0.52959 0.05 0.01 -0.23
C -3.87145 0.24255 -0.07214 -0.01 -0.01 -0.03
N -3.86681 -1.10929 0.19412 -0.06 -0.02 0.11
C -5.03066 -1.91720 0.55640 0.03 -0.02 -0.04
N -6.01666 -1.15891 1.25472 0.01 -0.01 -0.13
N -7.06216 -0.65928 0.53920 -0.03 0.02 -0.10
N -7.81454 0.02488 1.30115 0.09 -0.06 0.02
C -7.27838 0.00241 2.57383 -0.08 0.09 0.05
C -7.74255 0.58969 3.75317 0.01 -0.02 0.00
C -6.99454 0.38204 4.88582 0.04 -0.02 0.02
C -5.80984 -0.38461 4.85352 0.02 0.00 -0.03
C -5.33461 -0.96276 3.69760 -0.04 0.02 0.06
C -6.11007 -0.75389 2.55488 0.05 -0.01 -0.01
H -1.21020 -3.14168 -0.27555 0.01 -0.01 0.00
H -2.86026 -3.68252 -0.54487 -0.01 -0.01 0.00
H -2.30683 -3.32550 1.09669 0.01 0.01 0.01
H -2.24337 1.47552 -0.86916 0.04 0.06 0.00
H -4.74616 0.85087 0.07313 -0.01 0.01 0.00
H -4.69751 -2.76405 1.15587 0.00 0.05 0.04
H -5.51891 -2.28065 -0.34770 0.02 -0.05 0.02
H -8.65299 1.17165 3.76168 -0.01 0.01 -0.01
H -7.31584 0.80925 5.82565 0.01 0.00 0.02
H -5.25708 -0.52577 5.77066 0.06 0.00 0.07
H -4.42063 -1.54150 3.69207 0.04 -0.01 -0.01
C -3.18364 3.27781 -5.08882 0.00 0.05 -0.03
C -3.23238 1.97692 -4.61524 0.03 -0.08 0.04
C -2.06207 1.33086 -4.23788 -0.12 0.12 0.17
C -0.83720 1.98637 -4.32257 0.07 0.13 -0.13
C -0.80037 3.29644 -4.80272 -0.01 -0.05 -0.01
C -1.96620 3.93925 -5.18176 -0.05 0.01 0.01
Ge 0.79744 1.10106 -3.83069 0.09 0.24 0.03
C 0.63484 -0.82518 -3.92493 -0.09 0.03 -0.20
C 1.45841 -1.73875 -3.26884 0.08 0.01 -0.06
C 1.36485 -3.09844 -3.52803 -0.01 0.02 0.00
C 0.46430 -3.56303 -4.47689 -0.01 -0.02 0.01
C -0.32291 -2.66242 -5.17680 -0.03 0.03 0.00
C -0.23801 -1.30175 -4.90631 -0.02 -0.21 0.12
C 2.43539 1.64710 -4.70335 0.05 0.08 0.07
C 3.24506 0.69841 -5.32361 -0.01 0.00 -0.06
C 4.46990 1.06306 -5.87047 -0.03 -0.02 -0.01
C 4.89484 2.38001 -5.80343 0.00 0.01 0.01
C 4.09620 3.33662 -5.18876 0.00 0.01 -0.01
C 2.87812 2.97085 -4.63932 0.02 -0.03 0.02
H -4.09484 3.77854 -5.38834 0.00 0.01 0.00
H -4.18136 1.46233 -4.53789 0.00 -0.01 0.00
H -2.11603 0.32233 -3.85023 -0.03 -0.05 0.03
H 0.13964 3.82739 -4.88129 0.02 -0.01 -0.04
H -1.92712 4.95578 -5.54975 0.00 0.01 -0.01
H 2.22640 -1.40053 -2.58570 -0.26 -0.11 -0.27
H 2.01311 -3.79048 -3.00554 0.02 -0.02 0.01
H 0.39402 -4.62221 -4.68535 0.00 -0.01 -0.01
H -1.00552 -3.01451 -5.93875 0.00 -0.01 -0.01
H -0.86000 -0.61944 -5.47035 0.02 0.01 -0.02
H 2.92250 -0.33418 -5.39109 0.00 -0.01 0.03
H 5.08826 0.31696 -6.35214 0.00 -0.01 0.00
H 5.84733 2.66475 -6.23035 0.00 0.00 -0.01
H 4.42342 4.36706 -5.14112 0.01 0.00 0.01
H 2.27719 3.72732 -4.14712 0.00 0.01 0.01
```
Positions in Å, forces in eV/Å.

As for the multiplicity: 2. As for the energy above the lowest of the compared OMol25 structures with the same formula, charge and spin: 0.000 eV. Its charge is +1. The expectation value of S² is 0.763. The calculation puts the HOMO energy (alpha / beta) at -8.581 / -10.280 eV. Its HOMO-LUMO gap (alpha / beta) is 5.9 / 7.0 eV.

=====

# 2
The following is a DFT calculation (ωB97M-V with the def2-TZVPD basis set) of a molecular structure, C56H49BrN12ReS4 in a non-equilibrium geometry.

Geometry as XYZ:
```
123
Properties=species:S:1:pos:R:3:forces:R:3
Re -0.11752 0.10048 -0.10678 1.99 -0.11 1.25
N -2.10804 -0.24276 -0.33194 0.25 0.19 -0.53
S -2.97464 -1.30189 -0.89467 -0.01 0.19 0.09
N -3.36204 -2.56344 0.07924 0.07 -0.04 -0.02
S -3.81201 -2.33139 1.54039 -0.22 -0.03 -0.15
N -3.01271 -1.42516 2.50785 0.35 -0.08 0.10
S -1.38149 -1.42371 2.70957 -0.29 -0.10 0.18
N -0.46712 -0.96549 1.68282 -0.26 0.44 -0.86
C -1.35398 -0.43716 4.19361 -0.06 0.10 0.07
C -0.15569 0.22768 4.42771 0.01 -0.09 -0.07
C -0.01675 0.97338 5.58844 -0.01 0.03 0.08
C -1.06913 1.05163 6.49452 0.04 -0.02 -0.03
C -2.27193 0.39965 6.23852 0.02 0.02 0.04
C -2.42373 -0.35361 5.08195 0.06 0.00 -0.03
C -0.90694 -3.04916 3.24667 -0.06 0.00 0.04
C -1.13417 -3.50538 4.53895 -0.02 0.01 -0.04
C -0.72456 -4.78910 4.86349 -0.04 -0.05 0.04
C -0.09946 -5.58700 3.91093 0.03 -0.02 -0.03
C 0.13094 -5.10724 2.62700 0.02 -0.07 0.01
C -0.27403 -3.82685 2.28697 -0.09 0.05 0.02
C -4.06839 -3.97142 2.13856 0.19 -0.07 0.02
C -4.58420 -4.08600 3.42486 0.00 0.10 0.00
C -4.85409 -5.34908 3.91570 0.01 -0.06 0.05
C -4.60476 -6.46887 3.12643 0.02 -0.01 0.00
C -4.08630 -6.33263 1.84585 -0.02 -0.06 0.02
C -3.81432 -5.07176 1.33446 0.10 0.07 -0.05
C -5.43114 -1.63181 1.63430 0.03 0.14 0.06
C -6.40539 -2.21021 0.83068 0.01 -0.02 -0.02
C -7.68439 -1.68600 0.87067 -0.05 0.03 0.00
C -7.97155 -0.61221 1.70888 -0.02 0.00 -0.02
C -6.98449 -0.05441 2.51032 -0.08 0.00 -0.03
C -5.69536 -0.56302 2.47661 0.06 0.01 0.01
C -2.54588 -2.17923 -2.36846 0.10 -0.19 0.10
C -2.94835 -3.49527 -2.57060 0.14 0.08 -0.02
C -2.64751 -4.09858 -3.78162 -0.02 -0.01 -0.01
C -1.94567 -3.39726 -4.75129 0.03 0.05 -0.05
C -1.54133 -2.08544 -4.52437 0.00 -0.03 -0.09
C -1.84778 -1.45848 -3.32960 -0.02 0.03 0.07
C -4.52986 -0.55214 -1.34304 0.00 0.06 -0.06
C -5.34004 -1.13941 -2.30674 0.00 -0.06 0.05
C -6.51711 -0.50111 -2.66627 -0.04 -0.02 -0.02
C -6.86870 0.70131 -2.06718 -0.02 0.04 0.04
C -6.04524 1.27672 -1.10551 -0.02 0.02 0.00
C -4.86154 0.65461 -0.74021 0.02 -0.12 -0.03
H 0.64643 0.15133 3.69816 -0.10 0.04 0.11
H 0.91448 1.49092 5.78609 -0.05 -0.03 0.00
H -0.95029 1.62292 7.40726 -0.01 -0.02 -0.03
H -3.08909 0.46960 6.94750 0.05 -0.02 -0.04
H -3.35241 -0.87076 4.87142 0.09 0.03 0.03
H -1.59804 -2.87228 5.28482 -0.01 -0.05 -0.02
H -0.88841 -5.16707 5.86520 0.02 0.02 -0.04
H 0.22062 -6.58764 4.17626 -0.01 0.06 0.00
H 0.63438 -5.71878 1.88680 -0.07 0.03 0.03
H -0.10501 -3.42931 1.29370 -0.02 -0.11 0.06
H -4.78986 -3.19895 4.01749 0.02 -0.10 -0.03
H -5.26337 -5.46234 4.91166 0.02 -0.01 -0.05
H -4.82047 -7.45690 3.51445 0.00 0.05 -0.01
H -3.90039 -7.20822 1.23578 0.00 0.05 0.05
H -3.40942 -4.93678 0.33859 0.00 -0.05 0.12
H -6.16435 -3.05074 0.18765 -0.03 0.07 0.04
H -8.46041 -2.11554 0.25040 0.02 0.02 0.02
H -8.97699 -0.20987 1.73601 0.05 -0.02 0.00
H -7.22064 0.77746 3.16144 0.01 -0.02 -0.02
H -4.90067 -0.14372 3.08148 -0.10 -0.01 -0.07
H -3.47744 -4.03195 -1.79701 0.00 0.00 -0.04
H -2.95374 -5.12079 -3.96437 0.02 0.04 0.02
H -1.71059 -3.87585 -5.69449 0.00 0.02 0.06
H -0.98845 -1.54434 -5.28245 -0.03 -0.04 0.03
H -1.54212 -0.43490 -3.14152 -0.02 -0.11 -0.04
H -5.04934 -2.06842 -2.78540 -0.08 0.13 0.03
H -7.15045 -0.93641 -3.43028 0.03 0.03 0.06
H -7.78231 1.20271 -2.36327 0.04 -0.02 0.01
H -6.31112 2.22613 -0.65661 -0.02 -0.05 -0.02
H -4.17959 1.09048 -0.01969 -0.05 0.02 -0.02
C 3.37105 0.03256 -0.97870 0.15 -0.21 0.00
N 2.02244 0.59453 -1.13075 -0.99 -0.28 -0.05
C 1.87432 1.38872 -2.12806 0.25 0.18 -0.28
C 0.58748 1.83774 -2.47667 0.07 0.02 -0.10
C 0.09034 2.66802 -3.46319 -0.06 0.20 -0.17
C -1.30880 2.66279 -3.31069 0.01 -0.05 0.03
C -1.59404 1.82427 -2.24446 0.16 0.24 -0.06
N -0.43745 1.30994 -1.73883 -0.82 -0.22 0.25
C 3.56304 -1.36529 -1.53512 -0.22 0.01 0.02
C 4.26158 -2.31124 -0.79535 0.06 -0.01 0.00
C 4.52249 -3.57221 -1.32266 -0.01 0.02 0.05
C 4.08212 -3.89457 -2.59608 -0.02 0.01 0.01
C 3.38317 -2.95287 -3.34251 -0.07 -0.01 0.01
C 3.12291 -1.69769 -2.81399 0.05 0.03 0.00
H 3.66154 0.03525 0.06450 0.10 -0.02 -0.07
H 4.06780 0.69681 -1.49625 -0.02 0.10 0.00
H 2.72813 1.69890 -2.72950 0.02 -0.01 0.06
H 0.67039 3.21051 -4.19722 -0.06 -0.08 0.07
H -2.03420 3.19892 -3.90574 0.09 -0.04 0.06
H -2.55033 1.57662 -1.81548 0.08 0.03 0.00
H 4.63903 -2.04922 0.19008 -0.07 -0.04 -0.06
H 5.07196 -4.30061 -0.73653 -0.02 0.06 -0.05
H 4.28118 -4.87570 -3.00840 -0.01 0.04 0.01
H 3.03801 -3.20194 -4.33972 0.03 0.03 0.06
H 2.58992 -0.96342 -3.41045 -0.03 -0.06 0.03
S 0.30567 -4.41618 -1.28131 0.07 -0.23 -0.05
C 0.28703 -2.83218 -1.06917 -0.03 0.54 -0.08
N 0.24411 -1.66412 -0.90529 0.13 -1.32 -0.40
Br 2.50326 2.76057 1.43999 0.08 -0.05 0.04
C 2.74801 0.98125 2.03089 -0.23 0.12 -0.08
C 3.77052 0.74264 2.93767 0.06 -0.09 0.06
C 4.01057 -0.56649 3.31848 0.10 0.08 0.09
C 3.24128 -1.58063 2.76879 -0.04 -0.05 -0.03
C 2.23816 -1.24107 1.88355 0.06 0.11 -0.02
N 1.96992 0.02997 1.53081 -0.46 -0.17 -0.11
H 4.36762 1.56364 3.30938 -0.05 -0.03 -0.01
H 4.80313 -0.78962 4.02384 -0.04 0.02 -0.06
H 3.41916 -2.62108 3.01124 -0.03 0.07 -0.03
H 1.61862 -1.99798 1.42456 0.07 0.05 0.00
N -1.61212 5.19361 3.94734 0.01 -0.01 -0.01
C -1.61450 3.96827 3.41434 -0.11 -0.35 -0.11
N -2.32129 3.00147 4.02094 -0.11 0.00 -0.04
N -0.92600 3.77982 2.31429 0.46 0.55 -0.26
C -0.76748 2.69537 1.63914 -0.39 -0.11 0.30
N -0.54700 1.78394 0.95974 -0.25 0.59 0.49
H -2.13408 5.42448 4.77232 -0.01 0.01 0.01
H -1.09838 5.91632 3.47443 0.01 0.01 -0.03
H -2.80791 3.16311 4.88390 0.03 -0.02 0.03
H -2.26741 2.05731 3.67569 0.01 -0.01 0.05
```
Positions in Å, forces in eV/Å.

As for the multiplicity: 2. As for the energy above the lowest of the compared OMol25 structures with the same formula, charge and spin: 0.210 eV. Its charge is +2. The expectation value of S² is 0.761. The calculation puts the HOMO energy (alpha / beta) at -11.445 / -11.255 eV. Its HOMO-LUMO gap (alpha / beta) is 6.3 / 6.1 eV.